#w
65
Properties=species:S:1:pos:R:3 method="wB97M-V/def2-TZVPD" multiplicity=4 lumo_ev="-0.8 / -0.8" s2=3.753
Nd 2.73 -21.56 -1.40
I -3.68 -26.06 3.17
Cl 2.15 -20.09 -4.76
Cl -0.43 -21.08 -3.56
Cl 3.92 -28.72 -3.82
S 4.25 -19.27 -2.01
O 1.27 -19.34 -1.33
O 3.24 -23.02 -3.07
O 1.06 -21.77 0.23
O 1.16 -23.57 -1.06
N 4.06 -23.49 -0.36
N 4.09 -21.01 0.75
C 4.12 -19.80 1.26
C 4.52 -24.43 1.89
C 0.66 -22.95 -0.11
C -1.63 -25.65 1.06
C 4.15 -26.46 -2.43
C -2.13 -23.63 2.36
C -0.40 -23.62 0.69
C 3.10 -24.88 -4.48
C -0.69 -24.93 0.35
C 4.38 -24.58 -0.96
C 4.58 -17.16 -6.01
C 4.93 -19.12 -4.72
C -2.29 -25.00 2.11
C 4.96 -23.01 3.77
C 4.09 -16.49 -4.90
C 3.72 -27.02 -3.62
C 3.23 -26.23 -4.65
C 4.79 -21.89 2.92
C 4.40 -19.56 2.64
C 4.43 -22.07 1.58
C 4.05 -25.06 -2.26
C 4.76 -24.27 3.26
C 4.40 -23.35 1.02
C 4.71 -20.59 3.47
C 3.46 -24.27 -3.27
C -1.16 -22.95 1.66
C 5.02 -18.48 -5.92
C 0.81 -21.28 -4.82
C 4.02 -17.13 -3.70
C 4.42 -18.46 -3.57
H 3.66 -16.63 -2.84
H 0.36 -21.15 -5.80
H 2.07 -18.85 -1.53
H 4.69 -16.64 -6.98
H 2.91 -26.74 -5.53
H -2.72 -23.16 3.13
H 5.41 -19.04 -6.76
H 4.55 -27.11 -1.63
H 4.99 -25.29 -0.39
H 4.80 -20.48 4.55
H 4.36 -25.42 1.51
H 5.17 -20.19 -4.66
H 5.20 -22.83 4.82
H -0.12 -25.43 -0.43
H 2.70 -24.23 -5.24
H -0.88 -21.92 1.87
H 0.99 -19.19 -0.39
H 4.81 -25.15 3.90
H 4.33 -18.52 2.97
H 3.77 -15.47 -5.08
H 1.31 -22.24 -4.66
H -1.85 -26.64 0.80
H 3.94 -18.93 0.60

=====

#x
65
Properties=species:S:1:pos:R:3 method="wB97M-V/def2-TZVPD" multiplicity=4 lumo_ev="-0.9 / -0.9" s2=3.753
Nd 0.36 -0.53 0.49
I 3.85 -7.44 -4.29
Cl 2.87 0.65 1.87
Cl 4.16 3.22 2.09
Cl 2.30 0.97 -6.67
S -0.33 -1.84 2.78
O 2.03 0.36 -0.87
O 1.48 -2.63 0.03
O 0.10 -1.95 -1.54
O -2.13 -0.92 0.13
N -0.58 1.73 1.51
N -0.69 1.19 -1.09
C 3.07 -5.65 -3.40
C 0.94 1.03 -2.88
C -3.48 0.19 4.30
C -2.28 3.63 2.67
C 3.60 -5.16 -2.21
C -1.46 -1.09 3.83
C -3.73 3.20 -0.76
C 2.01 0.52 -2.14
C -2.07 -0.40 6.07
C -2.52 3.23 1.34
C 1.03 1.29 -4.29
C -1.23 -1.08 5.21
C 2.19 0.90 -4.96
C -2.78 2.33 -1.32
C -0.46 2.13 2.75
C 2.97 -4.11 -1.56
C -1.62 2.25 0.81
C -1.76 1.90 -0.54
C 1.80 -3.55 -2.09
C -2.65 -0.50 3.44
C 3.19 0.19 -2.90
C 1.08 -2.66 -1.16
C 3.26 0.39 -4.26
C 1.38 -3.95 -3.35
C -0.23 1.56 -2.25
C -3.20 0.24 5.63
C -1.21 3.12 3.37
C 3.01 2.28 1.14
C -3.60 3.66 0.53
C 1.97 -5.01 -4.01
H 0.48 -3.57 -3.80
H -4.53 3.57 -1.39
H -2.93 4.39 3.09
H 4.49 -5.61 -1.82
H -4.34 4.26 0.94
H -1.87 -0.39 7.12
H 3.32 -3.83 -0.59
H 4.11 0.14 -4.93
H 0.20 1.83 -4.80
H 0.32 1.67 3.38
H -0.32 -1.47 5.66
H -3.92 0.72 6.25
H -2.49 -1.67 0.61
H -4.37 0.67 3.92
H -2.89 2.04 -2.37
H 3.25 2.22 0.08
H 4.02 -0.21 -2.35
H -2.20 -1.21 -0.77
H 2.05 2.76 1.26
H 1.65 -5.39 -4.96
H -2.95 -0.42 2.39
H -0.99 3.42 4.35
H -0.73 2.40 -2.74

=====

Most stable structure: #w

=====

#w
9
Properties=species:S:1:pos:R:3 method="wB97M-V/def2-TZVPD" multiplicity=1 lumo_ev=-0.6
F 1.79 -1.86 -0.77
C -0.98 -0.08 0.39
C -0.10 -1.16 0.89
C 0.61 -1.40 -0.38
C -0.10 -0.10 -0.73
C 0.09 1.17 -0.03
H -2.04 0.08 0.59
H -0.20 2.10 -0.58
H 0.93 1.25 0.62

=====

#x
9
Properties=species:S:1:pos:R:3 method="wB97M-V/def2-TZVPD" multiplicity=1 lumo_ev=0.5 smiles=C#CC#CCF
F 2.57 0.96 -0.04
C 0.56 -0.18 -0.24
C -1.98 0.29 0.04
C -0.63 -0.07 -0.02
C 2.05 -0.28 0.01
C -3.18 0.45 -0.08
H 2.25 -0.70 1.11
H 2.68 -0.84 -0.79
H -4.31 0.38 0.01

=====

Most stable structure: #x

=====

#w
88
Properties=species:S:1:pos:R:3 method="wB97M-V/def2-TZVPD" multiplicity=1 lumo_ev=-2.2 charge=+1
Ge 1.64 4.48 -0.86
Ca -1.31 0.56 -1.30
S 3.26 0.00 -2.80
P -2.79 -2.13 1.08
O -1.42 2.89 -0.57
N -2.34 -0.32 3.17
N -0.83 -1.89 -0.94
N -1.09 4.04 -0.84
N -3.58 -0.48 -1.10
N -1.63 0.44 1.22
N 1.13 0.41 -1.41
N -0.68 -3.75 0.23
N -5.14 -1.88 -0.41
C 3.27 -0.50 -1.14
C 1.54 1.51 -4.89
C -2.92 -1.19 4.19
C -0.55 2.08 -5.90
C 2.41 -1.84 2.87
C 0.85 1.11 -3.75
C 1.62 0.56 -2.62
C -1.34 -2.58 0.07
C 0.19 -2.64 -1.44
C 2.70 -1.30 1.47
C 3.39 -1.25 3.88
C -0.56 1.17 -3.61
C 1.66 3.32 0.70
C 0.84 2.01 -5.98
C 2.04 -0.21 -0.57
C -0.13 4.18 -1.85
C -5.68 -1.17 -1.44
C -1.21 1.67 -4.75
C -5.84 -2.89 0.37
C -3.87 -1.43 -0.22
C -1.40 1.39 2.18
C 1.68 6.35 -0.36
C -1.84 0.93 3.39
C 1.75 -0.61 0.74
C -2.20 -0.58 1.84
C 4.26 -1.16 -0.41
C 2.99 4.02 -2.18
C 0.30 -3.79 -0.72
C -4.70 -0.31 -1.86
C 2.56 -3.37 2.84
C 3.96 -1.55 0.88
C 0.99 -1.51 3.33
C -0.89 -4.76 1.26
H -5.21 -3.77 0.51
H 2.34 -3.80 3.82
H 1.66 6.99 -1.24
H -0.49 -4.42 2.22
H 1.37 2.33 -6.87
H 0.83 -1.91 4.33
H 4.43 -1.49 3.63
H 4.72 -2.08 1.45
H 0.79 -2.31 -2.27
H 3.20 -1.65 4.88
H -1.83 1.37 4.37
H -6.68 -1.34 -1.79
H -6.14 -2.50 1.34
H -0.95 2.33 1.94
H 0.78 -0.39 1.14
H -2.62 -0.82 5.16
H 1.00 3.73 1.46
H 3.00 2.94 -2.34
H 3.97 4.32 -1.81
H -0.04 3.30 -2.49
H 0.98 -4.62 -0.80
H 5.22 -1.38 -0.84
H -2.54 -2.20 4.07
H 2.62 1.46 -4.94
H -4.00 -1.20 4.12
H 0.24 -1.96 2.66
H -6.73 -3.19 -0.18
H 2.80 4.51 -3.13
H 3.56 -3.68 2.56
H -1.95 -4.97 1.37
H 1.32 2.31 0.44
H 1.86 -3.80 2.11
H -4.74 0.40 -2.67
H -0.29 5.12 -2.37
H -2.29 1.76 -4.75
H 2.66 3.24 1.11
H 0.81 -0.44 3.36
H 3.30 -0.17 3.92
H -0.37 -5.67 0.97
H 2.60 6.56 0.19
H 0.83 6.60 0.27
H -1.11 2.46 -6.75

=====

#x
88
Properties=species:S:1:pos:R:3 method="wB97M-V/def2-TZVPD" multiplicity=1 lumo_ev=-2.1 charge=+1
Ge 4.24 -3.58 0.67
Ca 0.76 -0.44 -0.02
S 2.54 2.49 -3.23
P -2.53 -0.55 2.00
O 2.81 0.31 -0.20
N -0.09 -1.97 1.80
N -0.34 1.15 1.52
N -1.84 2.01 2.89
N 3.05 -1.03 -0.56
N -1.51 -2.84 3.24
N -1.66 -0.82 -0.66
N -3.85 -0.71 -0.47
N 0.86 0.89 -2.11
C -2.54 5.20 0.16
C -5.19 -0.63 0.09
C -2.21 -0.90 -1.90
C -1.29 -1.85 2.34
C 4.15 -3.80 2.62
C -2.66 -0.71 0.19
C 6.02 -4.14 0.09
C -2.78 4.14 -0.92
C 3.96 -1.62 0.42
C 2.04 0.92 -2.65
C -3.04 2.18 3.69
C 0.57 4.46 -2.73
C 3.36 -1.16 -1.93
C 0.48 -3.07 2.36
C -0.39 -3.63 3.26
C 0.08 2.40 1.90
C 4.05 -1.50 -4.65
C 4.14 -2.24 -2.37
C 0.28 2.15 -2.09
C 2.92 -0.24 -2.90
C -1.49 0.94 2.13
C -0.96 2.45 -1.52
C 4.47 -2.41 -3.70
C -1.44 3.75 -1.55
C -0.84 2.94 2.75
C 1.04 3.15 -2.68
C -2.71 -3.11 4.02
C 3.29 -0.43 -4.23
C -0.66 4.74 -2.18
C 2.87 -4.68 -0.19
C -3.57 -0.84 -1.80
C -3.70 4.71 -2.01
C -3.47 2.94 -0.28
H -3.23 -2.18 4.22
H -3.27 5.60 -2.47
H -1.88 4.81 0.94
H -4.66 5.00 -1.57
H 3.16 -3.57 3.01
H -0.87 3.89 3.26
H -5.82 -0.07 -0.60
H -3.07 1.45 4.50
H 1.91 -4.16 -0.30
H 2.70 -5.58 0.40
H 6.17 -5.20 0.33
H 1.15 5.25 -3.19
H -4.42 3.27 0.16
H 1.46 -3.41 2.08
H -1.53 1.66 -1.06
H 3.19 -4.99 -1.19
H 3.56 -1.30 1.38
H -3.89 3.98 -2.79
H -1.02 5.76 -2.22
H -0.31 -4.49 3.89
H 6.17 -4.01 -0.98
H -3.37 -3.78 3.47
H -4.34 -0.87 -2.55
H -3.48 5.49 0.62
H 4.86 -3.13 3.11
H 5.08 -3.26 -3.99
H 6.78 -3.57 0.61
H -3.02 3.18 4.12
H -3.93 2.08 3.07
H 4.94 -1.13 0.33
H -5.16 -0.10 1.04
H -5.60 -1.62 0.24
H 1.00 2.82 1.53
H 2.93 0.30 -4.96
H 4.31 -1.61 -5.69
H -1.60 -0.98 -2.79
H -2.07 6.10 -0.25
H -2.87 2.51 0.52
H -3.69 2.16 -1.01
H 4.53 -2.95 -1.65
H 4.40 -4.82 2.91
H -2.42 -3.56 4.96

=====

Most stable structure: #x